Formula: C55H48AsAuCl3N2OPS
Source: OMol25
Level of theory: ωB97M-V/def2-TZVPD

The geometry in ORCA input format:
```
! wB97M-V def2-TZVPD RIJCOSX def2/J DEFGRID3
* xyz 2 3
Au 0.12344 0.59321 1.15948
C -2.70105 -1.52588 3.16977
C -3.54082 -1.56715 1.89884
C -4.45450 -2.61704 1.76790
C -5.37694 -2.65355 0.74029
C -5.40784 -1.60490 -0.15795
C -4.52599 -0.54457 -0.08075
C -3.55606 -0.53513 0.92331
P -2.37483 0.84332 1.02185
C -2.69060 1.91705 -0.39842
C -3.16364 3.20587 -0.17119
C -3.30625 4.11353 -1.22756
C -3.01981 3.75238 -2.52385
C -2.63183 2.45588 -2.77256
C -2.40500 1.53926 -1.74494
C -1.96339 0.13173 -2.13149
C -2.91312 1.66413 2.54273
C -4.21575 1.53407 3.02547
C -4.45122 1.90275 4.35442
C -3.45878 2.41221 5.18221
C -2.18551 2.64921 4.66621
C -1.89549 2.27546 3.32953
C -0.62937 2.47621 2.65441
H -2.42817 -2.53925 3.48540
H -3.32304 -1.08063 3.98031
H -1.80980 -0.90610 3.09564
H -4.42626 -3.42278 2.51057
H -6.04241 -3.51474 0.58891
H -6.13606 -1.62654 -0.99718
H -4.59052 0.24517 -0.81269
H -3.39296 3.53528 0.84917
H -3.58645 5.14954 -1.02399
H -3.06139 4.48456 -3.34896
H -2.45128 2.11732 -3.79493
H -1.74986 0.10833 -3.21196
H -2.78924 -0.57350 -1.91027
H -1.06554 -0.23707 -1.59155
H -5.04277 1.17108 2.39766
H -5.46151 1.80016 4.76122
H -3.68515 2.70171 6.22715
H -1.41350 3.11457 5.30577
H 0.17239 2.78083 3.35439
H -0.69883 3.10947 1.76436
Cl 2.77875 2.60879 -10.02397
C 2.71743 2.48911 -8.29395
C 1.82140 1.62035 -7.66531
C 1.71950 1.60140 -6.27320
C 2.53201 2.38943 -5.43843
C 2.48465 2.23667 -3.94040
C 1.55603 3.31898 -3.31932
N 1.42375 3.18844 -1.89202
C 1.79129 3.98050 -0.83169
C 1.57857 3.28366 0.33553
N 0.97060 2.08576 0.00596
C 0.85259 2.10259 -1.32636
O 2.01199 0.95230 -3.53153
C 2.99499 -0.07347 -3.55684
C 2.32928 -1.41038 -3.35932
C 2.01858 -2.29775 -4.37921
Cl 2.34327 -2.15540 -6.02961
S 1.14680 -3.68514 -3.79157
C 1.24142 -3.08462 -2.17686
C 1.85229 -1.86032 -2.10438
C 3.45343 3.24952 -6.10946
Cl 4.47389 4.39987 -5.30393
C 3.55340 3.28982 -7.51073
H 1.18701 0.97577 -8.26177
H 1.01804 0.90060 -5.79629
H 3.51226 2.36709 -3.54011
H 0.56443 3.25299 -3.76966
H 1.96766 4.31176 -3.56335
H 2.23757 4.95123 -0.99781
H 1.82502 3.51379 1.35787
H 0.51130 1.23651 -1.87901
H 3.74468 0.07480 -2.75486
H 3.53652 -0.08681 -4.51244
H 0.86682 -3.67522 -1.37306
H 1.93665 -1.25677 -1.20489
H 4.30395 3.89730 -7.99903
C 5.51902 -2.86046 1.18859
C 4.77306 -3.58283 2.10392
C 3.47465 -3.17790 2.40285
C 2.91222 -2.06789 1.77515
C 3.66866 -1.34602 0.83874
C 4.96817 -1.73972 0.59159
As 1.08202 -1.50276 2.15349
C 0.01852 -3.13662 1.67580
C -0.85764 -3.07159 0.57178
C -1.59186 -4.18110 0.15327
C -1.53438 -5.34966 0.89084
C -0.70128 -5.41948 1.99635
C 0.07670 -4.34220 2.39098
C 1.31249 -1.16310 4.11682
C 2.21969 -0.17608 4.55009
C 2.43487 0.07704 5.90243
C 1.71751 -0.65745 6.82979
C 0.80113 -1.61671 6.43343
C 0.59540 -1.87043 5.07290
H 6.52746 -3.17227 0.89498
H 5.20388 -4.50152 2.54326
H 2.87881 -3.72005 3.15435
H 3.23844 -0.50079 0.32277
H 5.58664 -1.21239 -0.13824
H -0.96458 -2.12705 0.02866
H -2.22391 -4.12983 -0.73928
H -2.13815 -6.20340 0.61942
H -0.69178 -6.35718 2.55979
H 0.74445 -4.40839 3.24080
H 2.73207 0.42893 3.81143
H 3.16205 0.83283 6.18516
H 1.83347 -0.49654 7.90861
H 0.22308 -2.16266 7.17899
H -0.13199 -2.61333 4.74475
*
```

Its expectation value of S² is 2.025. For the energy relative to the best compared isomer or geometry (same formula, charge and spin), the calculation gives 0.0 kcal/mol. The calculation puts the HOMO energy (spin up / spin down) at -12.638 / -12.638 eV. The HOMO-LUMO gap (spin up / spin down) comes out at 8.1 / 4.1 eV.